Entry from OMol25: 3 unconnected molecules or ions with the total composition C38H62Br2INO8P2S at a distorted geometry (the ωB97M-V functional and the def2-TZVPD basis).

Last column: Löwdin charge in e.
Element x y z (Å)
H -1.37428 2.53266 -5.53383  0.07
H 5.26617 -5.15583 8.70195  0.09
H -4.06761 1.13925 2.09222  0.10
I 7.92868 -1.83117 -2.54773  0.75
H 6.55570 -0.46197 -0.24420  0.03
H -2.37488 6.19922 0.81518  0.09
O 5.26119 -1.57113 4.10062  -0.43
H -1.78587 -1.95646 -0.76139  0.08
C -0.83190 1.74383 0.26831  -0.02
H 5.17892 -0.88847 4.81564  0.05
H 6.04872 0.61429 -2.84824  0.11
C -2.46569 3.99688 0.14075  -0.61
C 4.70316 -4.26266 8.97862  -0.11
H -2.41586 2.62541 -8.01845  0.09
H -2.79314 4.17700 -7.23986  0.09
H 4.48121 -3.14222 5.37299  0.06
C 3.17862 -0.55813 1.46028  -0.08
C -4.38651 -2.32277 0.99172  -0.21
H -3.18188 -4.20632 1.07446  0.12
H -4.80359 3.03029 -4.80076  0.12
C -1.65577 5.30522 0.67016  -0.28
C -2.06056 -0.02213 1.87296  -0.20
H -3.99988 3.37627 -8.28896  0.09
H 4.00368 0.86848 4.14370  0.07
H -1.21883 4.06335 2.56452  0.05
C 5.41428 -0.46165 -0.09273  -0.07
C -3.18311 -3.41011 -1.78632  -0.23
C -4.32159 -0.73814 0.76018  -0.20
H -3.99905 -0.49316 2.94972  0.11
H 1.39144 -0.68079 2.92961  0.09
H -1.37662 -3.73135 -0.51238  0.11
H -6.98850 2.63284 -5.81044  0.12
Br -3.78865 4.72097 -1.20225  0.62
H -0.85808 5.64893 -0.07833  0.12
C -4.88796 3.05346 -5.89259  -0.19
H 0.41776 -0.54060 1.15832  0.09
H -1.57226 -0.65459 2.70244  0.11
H -5.41618 -0.38206 0.63937  0.11
Br 7.57146 -2.15734 2.00830  0.22
H -6.55787 0.32004 -8.21187  0.09
C 3.01745 -0.24898 -1.19178  -0.32
H -2.54918 -4.12270 -2.44037  0.10
C 4.75208 -0.57791 1.33237  -0.33
C -2.25232 -2.97358 -0.53658  -0.22
C 2.50604 -3.38751 8.93762  -0.20
H 4.46725 0.12203 -3.63517  0.10
H 1.04710 1.39017 4.62511  0.07
H -2.89631 -1.19046 -2.43177  0.06
H -2.07266 2.18845 2.16846  0.08
C 4.55157 -0.29758 -1.36473  -0.19
H -1.20086 5.89212 2.86135  0.08
H -5.00684 4.09870 -6.19659  0.13
H -4.61104 -1.91219 -2.66418  0.07
C 3.53299 -3.46982 5.80160  -0.11
H 2.79260 -3.54539 4.99843  0.08
O 3.31821 -4.55748 8.86232  -0.19
H 1.33994 -2.11138 7.67030  0.12
H -4.86291 0.88339 -8.11579  0.08
C -1.32022 1.42315 1.77690  -0.15
H -4.87787 -2.64354 1.97082  0.11
C 2.95538 0.66093 3.75222  -0.13
H -4.16642 -3.91434 -1.46319  0.10
H 4.03271 -2.95716 -3.46975  0.09
O 3.11502 -2.49686 6.75138  -0.20
C 0.61272 1.15945 -1.91790  -0.36
H -0.42004 1.46289 2.50469  0.09
H 1.63300 -3.64517 9.54509  0.12
C -3.65983 0.07692 2.00172  -0.17
H -3.09994 3.50816 0.94880  0.08
O 0.46895 4.36197 -4.53872  -0.37
O -6.33329 2.31220 -7.70964  -0.19
H -3.19117 -2.37503 -3.81800  0.07
H 3.03797 -2.57359 9.44177  0.12
H 3.67872 -4.45037 6.26088  0.09
H 5.65130 -3.79200 -3.16799  0.07
C 2.53210 -0.67495 2.93806  -0.16
H -5.04570 -2.75722 0.14626  0.10
O -0.48051 2.10821 -5.66015  -0.18
C 5.21331 -0.18332 -2.81134  -0.23
H -1.36492 4.18317 -2.58705  0.08
C 2.27054 -0.39133 0.18686  -0.12
C 2.03003 -2.95429 7.55439  -0.20
C -6.10123 2.22590 -6.30488  -0.20
C -1.41448 2.98080 -0.51449  -0.13
N 0.80320 -0.36877 0.22199  0.05
H -3.78407 -0.50372 -0.22139  0.10
H -5.98960 1.18283 -5.99003  0.13
S 1.87960 -0.00244 -2.65541  0.90
P 0.52173 2.80822 -4.48060  0.66
C 0.22016 0.80788 -0.43524  -0.13
H -5.89175 1.37766 -9.47327  0.09
C -5.88091 1.15813 -8.40414  -0.11
H -2.25654 -2.74363 1.71810  0.09
C 1.91533 1.66804 3.92977  -0.04
H 4.82521 -2.98362 -1.73979  0.08
C -3.20878 3.21424 -7.55358  -0.11
H 2.85336 -1.64242 3.47682  0.09
C -0.98488 3.28684 -1.99171  -0.03
C 5.86280 -1.58046 -3.27239  -0.73
P 5.94931 -0.71858 2.78233  0.59
H 5.94545 -1.60796 -4.42478  0.09
H 1.89604 2.66337 3.37528  0.06
C -0.94308 5.07277 2.09665  -0.12
C -2.97368 -3.08100 0.89416  -0.22
C 5.00771 -2.88082 -2.86243  -0.18
H 5.00135 -3.44489 8.31740  0.08
O 2.17303 2.41373 -4.76254  -0.23
C -3.48125 -2.12048 -2.74125  -0.13
H -1.84279 -0.58141 0.88578  0.07
H 2.72942 3.18066 -4.47292  0.09
H 4.94212 -4.00516 10.01514  0.09
C 0.03848 2.35982 -2.70798  -0.21
H 0.20277 5.08049 1.99593  0.08
O -3.68097 2.50186 -6.41595  -0.21
H 1.48713 -3.76501 7.05702  0.13

Values from the calculation:
**Gap between HOMO and LUMO**: 7.3757 eV
**Highest occupied orbital energy**: -8.07 eV
**Structure (SMILES)**: C=CCc1c(P(O)Br)cc(C[C@H](C)I)c2c1Nc1c(CCCCCCCCC)c([C@H](Br)CC)cc(P(=O)(O)O)c1S2.COCCOC.COCCOC
**Calculated total energy**: -235866.790 eV
**Relative energy (zero: lowest compared OMol25 entry of this formula, charge and spin)**: 1304.2 kJ/mol
**Total charge**: 0